Record 1
A molecular structure, C29H39AlBN6O in a non-equilibrium geometry. Source: the Open Molecules 2025 dataset; level of theory: ωB97M-V/def2-TZVPD.

Calculated values
Charge: -1
Calculated total energy (a.u.): -1799.4585

Structure (XYZ):
```
77
Properties=species:S:1:pos:R:3:forces:R:3:mulliken_charge:R:1
C -1.10109 0.74335 2.15503 -0.467 -0.932 -0.426 -0.58
C -2.10033 -0.55660 2.48402 0.005 1.179 -1.252 -0.53
C -2.06132 -1.49831 1.14095 -0.478 -0.067 0.640 0.23
C -2.65212 -3.02398 1.35867 -0.538 0.817 -0.222 -0.73
Al -1.43074 -4.25471 0.18738 -0.816 0.565 0.160 0.18
B 0.28732 -4.53880 1.33162 0.440 -0.381 0.000 0.20
N 0.05773 -4.89957 2.79461 0.487 1.909 -0.714 -0.69
O 1.59486 -4.34461 0.67494 -0.844 1.796 2.109 -0.54
H -0.00578 0.33733 1.92484 -2.291 1.019 0.675 0.19
H -1.11911 1.53559 3.01671 0.195 -1.392 -1.725 0.31
H -1.51680 1.19572 1.13260 0.959 -0.721 2.271 -0.01
H -3.19338 -0.10931 2.55656 2.125 -1.034 0.199 0.22
H -1.81630 -1.10769 3.47767 -0.467 0.982 -2.005 0.31
H -2.73396 -0.97654 0.32232 1.468 -0.903 1.531 0.09
H -0.94092 -1.48116 0.73651 -2.214 -0.239 0.792 -0.27
H -3.74237 -3.09959 0.92540 1.859 0.361 1.022 0.26
H -2.68339 -3.36002 2.48297 0.032 0.884 -1.886 0.19
H -2.19599 -5.60594 -0.11891 -0.344 -0.586 -0.169 -0.36
H -1.01672 -3.46648 -1.14281 -0.055 0.328 -0.412 -0.15
H 0.56717 -4.15270 3.33899 -0.469 -1.176 -0.248 0.18
H -0.97192 -4.77724 2.99760 1.645 -0.090 -0.414 0.21
H 1.64989 -3.34584 0.49904 -0.191 -2.099 -0.245 0.26
N -1.00195 -5.27078 6.84001 -0.252 -1.028 0.242 -0.53
C -1.56364 -5.86322 7.91652 0.378 0.450 -0.719 -0.19
C -1.82846 -7.22092 7.99828 0.058 -0.075 -0.168 -0.34
C -1.50180 -8.02195 6.90917 0.050 0.017 -0.098 -0.25
C -0.92388 -7.44073 5.78521 -0.178 -0.232 0.347 -0.50
C -0.69418 -6.07436 5.79885 -0.027 0.822 0.494 -0.20
H -1.80332 -5.19572 8.73911 -0.008 -0.068 -0.009 0.35
H -2.27886 -7.64343 8.88927 0.024 0.051 -0.053 0.34
H -1.69568 -9.09029 6.93598 0.013 0.102 -0.001 0.35
H -0.65821 -8.03748 4.92001 -0.013 0.134 0.039 0.38
H -0.24187 -5.57443 4.94691 -0.047 -0.244 0.060 0.65
N -2.35264 -0.92697 -3.62291 -0.090 1.092 -0.046 -0.50
C -1.74186 -0.26553 -2.61554 -0.274 -0.715 -0.524 -0.52
C -1.80321 1.10852 -2.44705 -0.233 0.195 -0.303 -0.55
C -2.53169 1.85278 -3.36895 -0.003 0.130 -0.005 -0.15
C -3.17036 1.20039 -4.41852 0.134 0.017 0.205 -0.46
C -3.05395 -0.17784 -4.50122 0.481 -0.577 0.607 -0.31
H -1.18317 -0.88977 -1.92428 -0.108 -0.044 0.022 0.78
H -1.29497 1.58679 -1.61747 -0.002 -0.058 -0.045 0.50
H -2.60144 2.93216 -3.27034 0.029 -0.087 0.059 0.48
H -3.74532 1.75185 -5.15377 0.026 -0.044 0.042 0.37
H -3.53717 -0.73329 -5.30015 0.012 0.049 0.024 0.37
N 2.26594 -1.36388 -1.00579 0.480 0.939 -0.148 -0.22
C 3.24039 -0.73836 -0.30971 -0.674 -0.498 -0.421 -0.13
C 3.81135 0.46431 -0.69407 -0.147 0.054 -0.250 -0.67
C 3.35994 1.06246 -1.86580 -0.002 0.112 0.012 0.16
C 2.35872 0.44157 -2.60551 0.271 0.116 0.246 -0.55
C 1.84695 -0.75824 -2.13809 0.080 -0.629 0.677 -0.56
H 3.56095 -1.24617 0.59530 0.003 0.039 -0.034 0.36
H 4.58940 0.92322 -0.09465 -0.058 -0.048 -0.022 0.36
H 3.78454 2.00471 -2.19975 -0.032 -0.143 -0.027 0.27
H 1.98561 0.88174 -3.52328 -0.002 -0.055 0.080 0.40
H 1.06167 -1.27987 -2.67804 0.065 0.014 0.052 0.57
N -2.47038 5.01022 -1.69193 -0.080 0.776 0.741 -0.24
C -2.79841 4.67970 -0.42366 0.208 0.022 -0.905 -0.04
C -2.91574 5.59905 0.60648 0.057 0.314 -0.068 -0.70
C -2.67887 6.93979 0.32223 -0.009 -0.033 0.002 -0.11
C -2.33730 7.31117 -0.97412 -0.069 -0.108 0.231 -0.56
C -2.24808 6.31963 -1.93786 -0.129 -0.905 0.068 -0.19
H -2.97018 3.62117 -0.25139 0.003 0.068 0.027 0.37
H -3.18479 5.27745 1.60620 0.038 -0.010 -0.110 0.36
H -2.75998 7.68917 1.10422 0.011 -0.084 -0.083 0.35
H -2.14593 8.34765 -1.22779 -0.012 -0.096 -0.002 0.35
H -1.98826 6.55950 -2.96512 -0.008 0.020 0.084 0.36
N 5.27503 3.24010 -3.99164 0.430 0.967 -0.317 -0.34
C 6.24947 3.86562 -3.29556 -0.686 -0.520 -0.415 -0.08
C 6.82043 5.06829 -3.67992 -0.099 0.100 -0.245 -0.53
C 6.36902 5.66644 -4.85165 -0.012 -0.010 -0.006 -0.13
C 5.36780 5.04555 -5.59136 0.223 0.118 0.178 -0.47
C 4.85604 3.84575 -5.12394 0.183 -0.526 0.747 -0.16
H 6.57004 3.35782 -2.39055 -0.002 0.056 -0.047 0.34
H 7.59848 5.52721 -3.08051 -0.071 -0.061 -0.040 0.34
H 6.79362 6.60870 -5.18560 -0.047 -0.103 0.038 0.35
H 4.99470 5.48573 -6.50913 0.015 -0.059 0.084 0.34
H 4.07076 3.32412 -5.66389 0.064 0.063 0.021 0.35
```
Positions in Å, forces in eV/Å.

Record 2
A molecular structure, C29H39BBr2MgN2O5 in a non-equilibrium geometry. Source: the Open Molecules 2025 dataset; level of theory: ωB97M-V/def2-TZVPD.

Calculated values
Charge: +2
Calculated total energy (a.u.): -6986.4498

Structure (XYZ):
```
79
Properties=species:S:1:pos:R:3:forces:R:3:mulliken_charge:R:1
C -0.11410 4.14906 3.34198 -0.724 0.661 -0.275 -1.35
C -1.43646 3.50814 2.84290 0.597 -0.319 0.843 -0.34
C -1.38668 1.93409 2.77650 -0.084 0.634 -0.949 -1.67
C -1.40576 1.50237 1.30546 -0.402 -0.266 0.688 1.15
C -0.20344 1.44534 0.64364 1.644 0.041 -0.961 0.75
C -0.05252 1.04529 -0.69356 -0.409 0.200 0.751 0.36
C -1.16583 0.70344 -1.42277 0.143 -0.881 -0.609 -0.27
B -0.94163 0.23955 -2.93860 0.182 0.943 -0.463 1.04
C -0.70486 1.38765 -4.01927 -0.185 -0.874 0.562 -1.03
O -0.91249 -1.07250 -3.32956 -0.200 0.261 0.495 -0.77
C -2.42720 0.77457 -0.79167 -0.432 -0.017 -0.331 0.09
C -3.62209 0.41086 -1.68875 -0.197 -0.394 0.531 -1.99
C -3.80572 -1.11671 -1.91347 -0.334 0.467 -0.603 -0.83
O -3.64488 -1.89326 -0.72244 -0.308 -0.136 -0.092 -0.34
C -4.85203 -2.25757 -0.13898 -0.348 -0.506 0.364 -0.14
C -5.60349 -3.39802 -0.93171 -1.039 0.564 0.055 -0.89
C -2.57544 1.15888 0.55572 0.349 -0.083 -0.042 1.09
C -3.96057 1.17695 1.20742 1.094 0.620 -0.219 -1.48
Br -4.03267 -0.32401 2.51464 -0.204 0.312 -0.083 -0.07
C -4.35870 2.49470 1.89684 -2.123 -0.478 0.355 0.42
C -5.88917 2.41727 2.21218 0.584 -0.383 1.002 -1.35
Br -4.13790 4.04648 0.71648 0.244 -0.524 0.031 -0.11
C 1.41949 1.06019 -1.07342 -1.790 0.151 0.056 -0.25
O 1.93092 0.45644 -1.99327 0.170 0.436 0.623 -0.63
N 1.99728 1.87717 -0.09146 1.741 -1.372 1.060 0.20
C 3.43102 1.68458 0.23996 0.343 0.720 -0.491 -0.63
C 4.38566 1.83994 -0.97002 0.578 0.222 0.504 -0.67
C 5.51682 0.76525 -0.95910 -0.577 0.731 -1.127 -0.87
N 5.03100 -0.57469 -1.26767 -0.217 0.298 1.307 -0.10
C 4.82372 -1.44087 -0.11094 -0.156 -0.102 -0.137 -0.35
C 5.40708 -2.82813 -0.24100 0.343 -0.532 0.756 -0.06
C 5.34228 -3.59129 -1.39010 -0.541 0.608 -0.241 -0.56
C 5.87986 -4.86700 -1.45341 0.185 -0.681 -0.582 -0.47
C 6.54824 -5.45984 -0.35666 -0.361 0.611 0.046 -0.52
C 6.61371 -4.72390 0.79954 0.495 -0.349 0.037 -0.31
C 6.04668 -3.44129 0.87261 -0.159 0.131 0.189 0.43
O 6.13544 -2.79033 2.07205 -0.456 -0.219 -0.173 -0.56
C 1.21945 1.75842 1.10249 -2.084 0.218 0.567 -0.28
O 1.61319 1.83719 2.24041 0.479 0.047 -1.137 -0.55
H 0.32543 3.64428 4.20965 -0.003 -0.048 -0.380 0.34
H -0.36393 5.17639 3.65689 0.214 -0.297 -0.063 0.44
H 0.59094 4.25784 2.50675 0.058 -0.267 0.472 0.21
H -2.22702 3.79762 3.55236 0.113 0.011 -0.369 0.41
H -1.64929 3.93712 1.85855 -0.201 -0.146 0.316 0.21
H -0.43882 1.61267 3.21946 -0.365 -0.107 -0.039 0.81
H -2.22147 1.47039 3.30814 0.306 0.168 0.009 0.35
H -1.21798 1.11390 -4.95173 0.261 0.336 0.092 0.33
H 0.38355 1.41440 -4.19327 -0.318 0.136 -0.133 0.28
H -1.03845 2.35408 -3.62024 0.115 -0.156 -0.384 0.33
H -1.06111 -1.64993 -2.56980 0.230 -0.097 -0.142 0.31
H -3.54608 0.90000 -2.67443 0.141 -0.197 0.287 0.48
H -4.57425 0.76665 -1.27129 0.403 0.101 -0.171 0.63
H -4.82714 -1.24101 -2.32388 0.336 -0.092 0.138 0.43
H -3.12859 -1.52243 -2.67277 -0.052 0.196 0.302 0.72
H -4.66415 -2.64209 0.87067 0.167 0.338 -0.253 0.35
H -5.54391 -1.40197 -0.04667 0.242 -0.222 -0.067 0.21
H -5.27821 -3.49246 -1.97610 -0.066 -0.267 0.346 0.38
H -5.55573 -4.38347 -0.40618 0.985 0.195 -0.158 0.08
H -6.68381 -3.10112 -0.94665 0.329 -0.022 -0.223 0.51
H -4.75613 0.95718 0.49431 0.360 -0.070 0.204 0.27
H -3.88742 2.64260 2.87030 0.437 0.309 -0.623 0.21
H -6.32990 3.40712 2.36483 0.064 -0.261 -0.335 0.45
H -5.97793 1.89978 3.18445 -0.086 0.093 -0.363 0.36
H -6.43848 1.80030 1.48975 0.059 0.505 -0.066 0.29
H 3.69895 2.47057 0.95823 -0.267 -0.330 -0.085 0.39
H 3.52923 0.73521 0.78975 0.095 0.142 -0.351 0.38
H 4.91690 2.79877 -0.84807 -0.221 -0.256 -0.145 0.43
H 3.88725 1.89575 -1.94285 0.005 -0.270 0.311 0.43
H 6.19677 1.05382 -1.78227 0.017 -0.063 0.427 0.40
H 6.04543 0.84010 -0.00201 0.030 -0.489 -0.288 0.35
H 4.20166 -0.53051 -1.85516 0.189 -0.011 -0.176 0.31
H 3.71966 -1.54441 0.02017 0.328 -0.211 -0.061 0.29
H 5.17489 -0.97227 0.81824 0.172 -0.128 -0.411 0.66
H 4.83280 -3.14956 -2.24819 0.260 -0.314 0.050 0.38
H 5.78821 -5.41538 -2.39092 0.106 0.114 0.225 0.40
H 6.98729 -6.45417 -0.37264 -0.202 0.199 -0.288 0.41
H 7.10640 -5.16395 1.66557 -0.189 0.407 -0.018 0.45
H 5.29734 -2.92798 2.54036 0.226 0.280 0.199 0.35
Mg -7.38110 -5.24823 -0.12634 -0.120 0.033 -0.093 0.89
```
Positions in Å, forces in eV/Å.

Number 1: frontier orbital gap 5.4 eV. Number 2: frontier orbital gap 1.1 eV.